Record 1
Here is 2 unconnected molecules or ions with the total composition C4H11N2 from OMol25. Energies are from the ωB97M-V functional and the def2-TZVPD basis.

Element x y z (Å)
C -1.0250 -1.3897 1.3403
C -0.9767 0.0417 0.8850
C 0.0686 0.8380 1.1139
N 0.2481 2.1283 0.6141
H -0.1708 -1.6353 1.9773
H -1.9332 -1.6061 1.8962
H -1.0180 -2.0883 0.4979
H -1.8096 0.3803 0.2795
H 0.9419 0.4280 1.6140
H 0.7009 2.7658 1.2546
H -0.6114 2.5390 0.2728
C 0.9307 -0.0959 -2.5041
N 0.9223 -0.7350 -1.4108
H 0.3735 0.8283 -2.5737
H 1.4849 -0.4469 -3.3662
H 1.4195 -1.6190 -1.3382
H 0.4544 -0.3330 -0.5523

Its charge is +1. The value obtained for the HOMO energy is -12.40 eV. Its spin multiplicity is 1. Its LUMO energy is -5.11 eV. The energy above the lowest of the compared OMol25 structures with the same formula, charge and spin comes out at 47.72 kcal/mol.

***

Record 2
Here is a molecular structure, CHBrF2N2O2 in a non-equilibrium geometry from OMol25. Energies are from the ωB97M-V functional and the def2-TZVPD basis.

Element x y z (Å)
C -0.6039 -0.2367 -0.2289
N -0.3488 -1.1629 -1.3701
N -0.1562 1.5348 -0.9832
O 0.6428 -1.0263 -1.9901
O -1.2052 -2.0279 -1.4531
F -0.6280 2.3604 0.1206
F -1.1507 1.6836 -1.8941
Br -2.3044 -0.3782 0.4349
H 0.2010 -0.2361 0.5217

Its charge is 0. The value obtained for the HOMO energy (alpha / beta) is -10.82 / -10.82 eV. Its spin multiplicity is 1. Its LUMO energy (alpha / beta) is -1.24 / -1.24 eV. The energy above the lowest of the compared OMol25 structures with the same formula, charge and spin comes out at 34.11 kcal/mol.

***

Record 3
Here is 2 unconnected molecules or ions with the total composition C5H11N2 in a non-equilibrium geometry from OMol25. Energies are from the ωB97M-V functional and the def2-TZVPD basis.

Element x y z (Å)
C -2.6640 0.0802 -1.2183
C -2.1689 -0.6695 -0.2978
C -1.7614 -1.5642 0.5838
C 1.9566 0.1584 1.2917
C 1.1075 1.0319 -1.1683
N 0.6161 -0.2133 0.7122
N 0.3146 0.2717 -0.3371
H -2.0182 0.6054 -1.9156
H -3.7273 0.0768 -1.5410
H -2.2357 -1.6007 1.5964
H -0.6858 -0.9433 0.8464
H -1.4497 -2.5081 -0.0042
H 2.1275 1.1621 1.1345
H 2.8312 -0.3519 0.7535
H 1.9526 -0.0608 2.3484
H 2.1334 0.9377 -0.8613
H 1.0391 2.1511 -1.0592
H 1.0591 0.8925 -2.3484

Its charge is +1. The value obtained for the HOMO energy is -14.01 eV. Its spin multiplicity is 1. Its LUMO energy is -4.32 eV. The energy above the lowest of the compared OMol25 structures with the same formula, charge and spin comes out at 132.98 kcal/mol.

***

Copy entry 2 word for word.
Here is a molecular structure, CHBrF2N2O2 in a non-equilibrium geometry from OMol25. Energies are from the ωB97M-V functional and the def2-TZVPD basis.

Element x y z (Å)
C -0.6039 -0.2367 -0.2289
N -0.3488 -1.1629 -1.3701
N -0.1562 1.5348 -0.9832
O 0.6428 -1.0263 -1.9901
O -1.2052 -2.0279 -1.4531
F -0.6280 2.3604 0.1206
F -1.1507 1.6836 -1.8941
Br -2.3044 -0.3782 0.4349
H 0.2010 -0.2361 0.5217

Its charge is 0. The value obtained for the HOMO energy (alpha / beta) is -10.82 / -10.82 eV. Its spin multiplicity is 1. Its LUMO energy (alpha / beta) is -1.24 / -1.24 eV. The energy above the lowest of the compared OMol25 structures with the same formula, charge and spin comes out at 34.11 kcal/mol.

***

Copy entry 1 word for word.
Here is 2 unconnected molecules or ions with the total composition C4H11N2 from OMol25. Energies are from the ωB97M-V functional and the def2-TZVPD basis.

Element x y z (Å)
C -1.0250 -1.3897 1.3403
C -0.9767 0.0417 0.8850
C 0.0686 0.8380 1.1139
N 0.2481 2.1283 0.6141
H -0.1708 -1.6353 1.9773
H -1.9332 -1.6061 1.8962
H -1.0180 -2.0883 0.4979
H -1.8096 0.3803 0.2795
H 0.9419 0.4280 1.6140
H 0.7009 2.7658 1.2546
H -0.6114 2.5390 0.2728
C 0.9307 -0.0959 -2.5041
N 0.9223 -0.7350 -1.4108
H 0.3735 0.8283 -2.5737
H 1.4849 -0.4469 -3.3662
H 1.4195 -1.6190 -1.3382
H 0.4544 -0.3330 -0.5523

Its charge is +1. The value obtained for the HOMO energy is -12.40 eV. Its spin multiplicity is 1. Its LUMO energy is -5.11 eV. The energy above the lowest of the compared OMol25 structures with the same formula, charge and spin comes out at 47.72 kcal/mol.

***

Look up the charge of the first one.
+1